C6H6O | ωB97M-V/def2-TZVPD

Geometry as XYZ:
```
13
Properties=species:S:1:pos:R:3:forces:R:3
O -1.245 -0.113 2.776 0.537 -1.235 0.971
C -1.326 0.428 1.717 -2.368 2.930 0.162
C -0.531 0.785 -0.667 3.421 -0.985 1.312
C 0.815 0.271 -1.347 -2.031 1.347 -2.293
C 1.064 -0.940 -0.545 1.173 -1.674 -1.506
C -0.574 0.114 0.534 -0.844 0.013 -1.051
C 0.274 -1.065 0.552 3.404 -1.626 -0.172
H 1.732 -1.648 -1.126 -0.502 0.430 1.799
H 0.545 -1.906 1.345 -1.462 2.173 -1.639
H 1.730 1.020 -1.399 -2.028 -1.201 0.571
H -2.017 1.359 1.708 0.742 -0.948 -0.628
H -1.072 1.610 -1.044 -0.554 0.794 0.155
H 0.603 0.086 -2.505 0.511 -0.019 2.319
```
Positions in Å, forces in eV/Å.

**Gap between HOMO and LUMO**: 0.326 Eh
**LUMO level**: -0.1 eV
**Energy above the lowest of the compared OMol25 structures with the same formula, charge and spin**: 243.3 kJ/mol
**F_max**: 3.794 eV Å⁻¹
**Structure (SMILES)**: O=CC1=CCC=C1